Molecular formula: C8H7FN3
Method: DFT, ωB97M-V/def2-TZVPD

Properties
Orbital gap (alpha / beta) in eV: 7.2 / 7.2
Total energy in eV: -15586.003
Charge: +1
Maximum force in eV Å⁻¹: 3.97

```
19
Properties=species:S:1:pos:R:3:nbo_charge:R:1
C 0.354 -0.344 -0.667 -0.18
C -0.040 1.225 1.591 -0.25
C -0.889 -0.561 0.131 -0.07
C 1.279 0.593 -0.386 0.02
C -1.083 0.307 1.210 -0.06
C 1.135 1.241 0.908 0.40
C -1.596 -1.684 -0.139 0.31
C 2.524 0.833 -1.107 -0.68
N -2.239 0.116 1.764 0.13
N -3.207 -0.264 2.166 0.20
N -2.339 -2.257 -1.044 -0.63
F 2.202 1.937 1.339 -0.29
H 0.384 -0.936 -1.564 0.23
H -0.167 1.920 2.409 0.27
H 2.936 1.651 -0.454 0.25
H 3.408 0.044 -1.185 0.27
H 2.390 1.208 -2.062 0.25
H -2.225 -3.233 -1.158 0.43
H -2.827 -1.796 -1.749 0.40
```